(1)
A structure of composition C53H45ClN2O4PTi at a distorted geometry, computed with ωB97M-V with the def2-TZVPD basis set.

```
107
Properties=species:S:1:pos:R:3:forces:R:3:lowdin_spin:R:1
Ti 1.126013 0.560489 -1.313733 -0.34 1.35 1.81 0.30
O 2.576491 -0.474187 -0.867587 0.37 -1.83 -0.05 0.02
C 2.626567 -1.711290 -0.076884 0.39 1.34 -0.18 0.00
C 1.143824 -2.142059 0.169578 0.33 -0.05 0.12 0.00
C 0.280127 -1.120289 1.024574 1.16 0.39 -0.05 0.00
C 0.755375 -1.149333 2.539408 -1.20 -1.68 0.09 0.04
C 0.875227 0.132860 3.208189 -0.58 1.59 0.77 0.30
C 0.301659 1.267024 2.621623 1.01 0.31 2.23 -0.01
C 0.055239 1.347547 1.268651 -0.60 -1.34 -0.64 0.23
C -0.468948 2.558539 0.578728 -1.34 0.00 -0.97 0.04
C 0.582033 3.323930 -0.218751 0.24 1.02 -0.77 0.02
O 1.360152 2.405541 -1.019091 -0.82 -0.47 0.19 -0.01
C -0.164835 4.376363 -1.154913 -0.23 0.01 -1.21 0.00
C 0.481491 5.522027 -1.636277 0.10 0.27 0.93 0.00
C -0.108219 6.528543 -2.400255 1.57 -0.64 -0.37 0.00
C -1.430986 6.380332 -2.810977 0.47 2.54 -0.86 0.00
C -2.138071 5.332035 -2.349560 -0.66 -2.76 0.73 0.00
C -1.451005 4.265858 -1.691651 -1.48 -0.92 0.72 0.00
C 1.510239 4.088566 0.755515 -1.25 0.52 -0.71 0.00
C 0.921823 4.726938 1.860104 0.25 0.66 0.48 0.00
C 1.731122 5.417313 2.781526 0.24 -1.22 -0.41 0.00
C 3.104593 5.386011 2.597815 0.87 0.99 -0.48 0.00
C 3.623626 5.013764 1.347897 -0.12 -0.26 1.05 0.00
C 2.839841 4.369295 0.432461 -0.37 -0.24 -1.02 0.00
N 0.280743 0.247380 0.482827 0.40 -0.25 -1.80 -0.03
C 3.466800 -2.819746 -0.803688 -1.25 -0.67 0.72 0.00
C 4.757950 -2.604340 -1.253519 0.80 -0.30 -0.85 0.00
C 5.437396 -3.575121 -2.052935 0.13 1.22 0.77 0.00
C 4.841244 -4.791811 -2.342463 -0.53 0.15 -0.08 0.00
C 3.545491 -5.000624 -1.844506 0.28 0.39 1.74 0.00
C 2.952911 -4.133992 -0.892072 0.95 0.61 -2.41 0.00
C 3.503259 -1.449245 1.156640 1.63 -0.10 1.66 0.00
C 3.735444 -2.569002 2.041798 -0.80 1.20 -0.31 0.00
C 4.742825 -2.534415 3.002831 -0.01 0.51 -0.97 0.00
C 5.628497 -1.453813 2.993630 0.94 0.46 1.18 0.00
C 5.394826 -0.295426 2.245629 -0.29 -0.39 -0.20 0.00
C 4.332557 -0.277330 1.340158 -1.49 -1.54 -0.85 0.00
H 1.176106 -3.152479 0.640751 -0.37 0.97 0.34 0.00
H 0.679915 -2.388956 -0.813911 0.17 0.57 0.39 0.00
H 1.587751 -1.853177 2.792410 -0.82 0.77 -0.36 0.01
H 1.204118 0.145410 4.285115 -0.36 0.07 -1.31 0.02
H 0.188600 2.202149 3.218215 0.13 -0.86 -0.47 -0.01
H -1.041054 3.225623 1.262150 0.61 -0.51 -0.42 0.00
H -1.212469 2.262082 -0.215178 0.54 -0.25 0.97 0.01
H 1.491878 5.616286 -1.306605 0.64 0.50 -0.01 0.00
H 0.595130 7.329763 -2.736749 -1.11 -0.56 0.18 0.00
H -1.851552 7.128676 -3.514724 0.05 -0.46 0.82 0.00
H -3.236962 5.188975 -2.453841 1.05 0.21 -0.50 0.00
H -2.044948 3.317805 -1.627895 0.52 0.96 0.39 0.00
H -0.170057 4.815436 2.043196 0.90 -0.52 -0.40 0.00
H 1.295856 5.846181 3.666290 -0.09 0.16 0.16 0.00
H 3.829834 5.808070 3.307047 -0.64 -0.09 -0.09 0.00
H 4.654462 5.164795 1.109860 0.53 0.20 0.07 0.00
H 3.240382 4.200223 -0.592760 -0.43 -0.45 1.01 0.00
H 5.287425 -1.711855 -0.898939 -0.29 -0.11 -0.63 0.00
H 6.434473 -3.307159 -2.453179 -0.61 -0.39 0.49 0.00
H 5.397639 -5.573366 -2.878990 -0.55 0.50 -0.05 0.00
H 2.955302 -5.860035 -2.056400 0.12 -0.96 -0.20 0.00
H 2.070800 -4.470379 -0.377013 -0.31 0.13 -0.24 0.00
H 3.016509 -3.408247 2.012184 0.67 0.33 -0.09 0.00
H 4.896491 -3.333415 3.717691 -0.06 -0.10 -0.20 0.00
H 6.518132 -1.511819 3.673232 -0.96 0.24 -0.64 0.00
H 6.016626 0.605816 2.318370 -0.11 -0.59 0.10 0.00
H 4.132892 0.586077 0.694723 0.13 -0.34 0.34 0.00
N 1.925494 0.552230 -3.532717 1.26 -0.38 0.05 0.00
C 0.891257 -0.239793 -4.280300 1.05 0.17 -1.32 0.00
C -0.433110 0.159757 -3.669523 -0.64 0.59 1.07 0.00
O -1.379517 0.671286 -4.218254 0.69 -0.67 -0.07 0.00
O -0.360598 -0.032890 -2.336146 -0.19 0.04 -0.91 0.01
H 2.144901 1.480001 -3.921339 -0.71 -0.50 0.01 0.00
H 2.856667 0.082170 -3.509264 -1.13 0.16 0.00 0.00
H 1.062232 -1.311307 -4.076523 -0.03 0.47 0.01 0.00
H 0.960955 -0.093715 -5.393310 -0.27 0.02 1.09 0.00
Cl -4.744216 0.539353 -2.746774 0.19 0.37 0.45 0.00
C -5.491848 0.326918 -1.180677 -0.41 0.53 -0.09 0.00
C -6.748195 0.929069 -1.007592 -0.29 -0.99 -0.01 0.00
C -7.630180 0.350136 -0.111631 0.15 -0.41 0.52 0.00
C -7.179314 -0.786670 0.611232 -0.26 1.04 1.00 0.00
C -5.828444 -1.079952 0.748026 -1.03 0.14 -1.83 0.00
C -4.951184 -0.501277 -0.218664 -0.45 -0.72 1.06 0.00
P -3.241323 -1.009518 -0.412204 1.68 0.96 -2.18 0.00
C -3.488573 -2.735658 -0.842338 -0.46 -0.11 -0.02 0.00
C -3.700608 -3.686814 0.142316 -0.17 -0.95 -1.12 0.00
C -3.846382 -5.032280 -0.297531 0.41 0.62 1.01 0.00
C -3.869412 -5.352495 -1.633592 -0.25 0.58 -0.48 0.00
C -3.761315 -4.314167 -2.602160 -0.32 -2.45 -0.50 0.00
C -3.563780 -3.042189 -2.239067 0.99 1.55 2.23 0.00
C -2.403253 -1.017556 1.158836 -1.69 0.01 0.28 0.00
C -3.071670 -0.478319 2.187501 0.02 -0.09 0.07 0.00
C -2.662532 -0.717809 3.547291 0.05 1.02 2.38 0.00
C -1.566044 -1.405766 3.913711 -0.15 0.64 -1.03 0.01
C -0.681165 -1.886420 2.820301 1.68 -2.60 0.70 0.04
C -1.140247 -1.758178 1.357426 1.57 -0.68 -0.56 0.00
H -7.042822 1.681207 -1.706355 -0.22 0.43 -0.21 0.00
H -8.661489 0.722708 0.089886 0.97 -0.32 -0.57 0.00
H -7.925440 -1.310130 1.196109 0.13 -0.10 0.16 0.00
H -5.549365 -1.931245 1.365682 0.30 0.45 0.01 0.00
H -3.805661 -3.407026 1.200220 0.41 -0.24 -0.49 0.00
H -3.837704 -5.801399 0.466862 -0.36 -0.15 -0.14 0.00
H -4.025112 -6.389536 -1.931891 0.19 0.30 -0.05 0.00
H -3.788175 -4.566961 -3.656019 -0.06 -0.11 0.02 0.00
H -3.328436 -2.230277 -2.914212 -0.25 -0.09 -0.25 0.00
H -4.016193 0.069525 2.057509 0.53 -0.40 -0.07 0.00
H -3.308060 -0.217128 4.312866 0.65 -0.72 -0.50 0.00
H -1.197343 -1.530115 4.929350 -0.46 0.01 -0.07 0.00
H -0.365649 -2.981842 3.003012 -0.68 1.41 0.02 0.00
H -1.113694 -2.736760 0.794182 -0.61 0.84 0.69 0.00
```
Positions in Å, forces in eV/Å.

The energy above the lowest of the compared OMol25 structures with the same formula, charge and spin comes out at 76.1 kcal/mol. The value obtained for the total energy is -4108.07768 Eh. The spin multiplicity is 2. The HOMO energy (alpha / beta) is -5.854 / -7.118 eV. The expectation value of S² is 0.82.

(2)
A structure of composition C35H49BrClCrINO7SSeSi2 at a distorted geometry, computed with ωB97M-V with the def2-TZVPD basis set.

```
100
Properties=species:S:1:pos:R:3:forces:R:3:lowdin_spin:R:1
Cr -0.912874 0.708825 1.473511 0.73 0.37 -0.46 1.05
O -2.783349 2.854858 4.399565 -0.05 -0.04 0.00 0.00
C -2.335015 2.058739 3.580424 0.04 0.16 0.00 0.00
O -1.611351 2.318631 2.556584 -0.08 0.04 -0.09 0.02
C -2.646624 0.581100 3.715659 0.07 0.16 -0.27 0.00
C -3.630730 0.030999 4.510462 -0.03 -0.05 0.16 0.00
C -3.906457 -1.324725 4.389752 0.07 0.03 -0.06 0.00
C -3.198652 -2.079503 3.464200 -0.08 -0.12 0.02 0.00
C -2.234319 -1.454254 2.699855 0.15 0.17 0.03 0.00
N -1.960435 -0.159669 2.845428 -0.63 -0.55 0.95 0.00
C -1.426922 -2.084965 1.601447 0.32 -0.15 -0.17 0.00
O -1.524531 -3.280606 1.364038 -0.13 0.06 -0.03 0.00
O -0.617858 -1.252073 1.016795 -0.73 0.22 0.11 0.01
H -4.184122 0.680725 5.174173 0.04 0.02 0.01 0.00
H -4.688222 -1.781123 4.984065 0.00 0.00 0.01 0.00
H -3.394099 -3.129201 3.292742 0.02 0.00 0.00 0.00
Cl 5.483508 -1.429369 5.477535 0.06 -0.10 -0.02 0.00
C 4.064578 -0.817623 4.646329 -0.07 -0.05 0.00 -0.01
C 4.193235 -0.244958 3.392223 0.01 -0.03 -0.01 0.00
C 3.084441 0.329465 2.793337 -0.02 -0.03 0.00 -0.01
C 1.830364 0.355275 3.424395 0.13 -0.18 -0.11 0.00
C 0.721991 1.156662 2.900913 -0.47 -0.02 -0.37 -0.05
C 1.726503 -0.331763 4.644425 -0.03 0.03 -0.02 -0.01
C 2.829824 -0.889722 5.269177 0.02 -0.05 -0.08 0.00
H 5.158906 -0.233006 2.902389 -0.01 0.02 -0.01 0.00
H 3.185582 0.803324 1.822722 -0.01 0.01 0.01 0.00
H 1.114631 1.990354 2.315780 0.00 0.10 0.14 0.00
H 0.146053 1.540840 3.737363 0.04 0.04 0.04 0.00
H 0.757125 -0.384197 5.129500 0.02 0.06 0.03 0.00
H 2.744457 -1.360740 6.240253 -0.02 -0.02 -0.01 0.00
C -1.470728 -1.268800 -4.408372 0.02 0.08 0.13 0.00
C -2.226950 -0.800633 -3.161905 -0.05 0.00 -0.18 0.00
C -2.935063 -1.976302 -2.497760 0.05 0.10 0.08 0.00
C -3.233188 0.281889 -3.550300 0.04 -0.02 0.16 0.00
O -1.335653 -0.278636 -2.182816 -0.06 -0.29 -0.19 0.00
Si -0.030830 0.678945 -2.257638 0.12 0.51 0.65 0.00
S 0.429866 1.450845 -0.354561 0.28 -0.22 -0.19 0.00
O -0.380469 1.864450 -3.351677 -0.16 0.11 -0.07 0.00
C 0.367614 2.933638 -3.905092 0.09 0.13 -0.15 0.00
C 0.763805 2.532182 -5.327324 -0.05 -0.07 0.08 0.00
C 1.627608 3.263610 -3.103792 -0.12 -0.21 0.10 0.00
C -0.562580 4.144548 -3.924981 -0.04 -0.12 0.08 0.00
O 1.254195 -0.050131 -3.001538 0.07 -0.13 -0.15 0.00
C 2.117364 -1.123242 -2.641054 0.10 -0.02 -0.03 0.00
C 1.341405 -2.284869 -2.032612 -0.09 0.10 0.05 0.00
C 2.778197 -1.577898 -3.942209 -0.05 0.05 0.07 0.00
C 3.172130 -0.608991 -1.664533 -0.09 0.08 -0.01 0.00
H -2.176116 -1.682839 -5.133383 0.01 0.02 -0.01 0.00
H -0.746097 -2.038242 -4.144539 0.02 -0.02 -0.04 0.00
H -0.938402 -0.429838 -4.862602 0.00 -0.04 -0.02 0.00
H -3.613413 -2.465485 -3.202643 0.01 -0.01 0.02 0.00
H -3.504108 -1.610835 -1.641839 0.01 -0.01 0.02 0.00
H -2.198798 -2.695827 -2.132568 -0.03 -0.01 -0.03 0.00
H -3.936281 -0.101886 -4.295615 0.00 0.00 0.00 0.00
H -2.704353 1.145750 -3.955283 -0.04 -0.01 -0.03 0.00
H -3.779218 0.595349 -2.659359 0.00 0.04 0.00 0.00
H 1.355154 1.615424 -5.281018 0.01 0.02 -0.04 0.00
H 1.353940 3.320073 -5.802826 -0.01 0.00 -0.02 0.00
H -0.128873 2.341179 -5.928075 0.01 0.01 0.01 0.00
H 2.322535 2.421736 -3.142140 0.03 0.05 0.01 0.00
H 1.374166 3.431721 -2.057278 0.02 0.08 -0.01 0.00
H 2.111536 4.153731 -3.512472 0.00 -0.02 -0.03 0.00
H -1.465387 3.907682 -4.492558 0.01 0.02 0.00 0.00
H -0.071548 5.011236 -4.374761 -0.01 0.00 0.00 0.00
H -0.858642 4.384449 -2.901726 0.01 0.04 -0.03 0.00
H 0.687662 -2.744734 -2.775073 -0.02 0.01 0.00 0.00
H 0.719124 -1.940950 -1.204202 0.02 -0.04 0.08 0.00
H 2.032264 -3.045134 -1.665817 0.00 -0.02 0.05 0.00
H 2.014976 -1.942495 -4.633290 0.02 0.00 -0.01 0.00
H 3.490884 -2.381604 -3.740695 0.01 0.01 -0.04 0.00
H 3.300089 -0.740254 -4.411075 0.02 -0.03 0.02 0.00
H 2.682500 -0.210405 -0.775031 0.04 -0.04 0.03 0.00
H 3.741774 0.200733 -2.129644 0.00 -0.02 0.01 0.00
H 3.856491 -1.408857 -1.374407 0.00 -0.01 0.01 0.00
Br 4.951125 -3.758594 0.468748 0.05 0.02 0.01 0.00
C 4.397145 -4.535629 2.106767 -0.14 0.00 -0.07 0.00
C 5.302956 -5.354923 2.767153 0.00 0.04 0.02 0.00
C 4.937536 -5.967675 3.953025 0.05 0.00 0.02 0.00
C 3.672641 -5.747348 4.478360 -0.03 0.03 0.07 0.00
C 2.777363 -4.927332 3.813770 -0.01 0.04 -0.03 0.00
C 3.116704 -4.314727 2.607332 -0.05 0.10 -0.14 0.00
I 1.651290 -3.162722 1.649413 0.39 -0.12 0.24 0.00
H 6.290950 -5.498119 2.350938 -0.02 -0.01 -0.01 0.00
H 5.644309 -6.607152 4.467273 0.00 0.02 0.00 0.00
H 3.383781 -6.203733 5.417458 0.00 -0.01 -0.03 0.00
H 1.789997 -4.746234 4.218318 0.02 -0.03 0.03 0.00
C -4.761213 4.029265 1.272842 0.12 0.05 -0.02 0.00
Si -3.479172 3.303013 0.082435 -0.28 -0.17 -0.16 0.00
C -4.192730 3.589540 -1.658248 0.10 0.05 0.12 0.00
C -1.903202 4.331807 0.190943 -0.06 -0.10 0.12 0.00
Se -3.353477 1.074449 0.409051 0.24 -0.03 -0.22 -0.01
H -4.871657 5.110515 1.124214 -0.01 -0.03 0.01 0.00
H -4.462251 3.850663 2.309006 0.02 0.01 -0.02 0.00
H -5.732269 3.553448 1.110388 0.02 0.00 0.00 0.00
H -4.439170 4.648905 -1.800286 0.01 -0.02 -0.04 0.00
H -5.098120 2.995820 -1.807892 0.02 0.00 0.01 0.00
H -3.463442 3.294489 -2.418357 -0.02 0.00 0.02 0.00
H -1.937109 5.180466 -0.500861 -0.08 -0.01 0.01 0.00
H -1.035703 3.717845 -0.048160 0.05 0.00 -0.06 0.00
H -1.770503 4.701378 1.209411 0.01 -0.01 -0.01 0.00
```
Positions in Å, forces in eV/Å.

The net charge is -2. The value obtained for the total energy is -9699.91563 Eh. The spin multiplicity is 2. The HOMO energy (alpha / beta) is -1.977 / -1.985 eV. The expectation value of S² is 0.79.